A structure of composition C21H31FeNOP2S at a distorted geometry. Source: the OMol25 dataset; level of theory: wB97M-V/def2-TZVPD.

```
58
Properties=species:S:1:pos:R:3:forces:R:3
C 4.0057 -1.9788 -2.2357 -0.4 -0.2 -0.2
C 3.2541 -1.0149 -1.5646 -0.5 0.3 -0.2
C 2.2297 -0.3265 -2.2648 0.5 -0.2 -0.7
C 1.9650 -0.6235 -3.6338 0.3 -0.4 0.4
C 2.6867 -1.6708 -4.2433 -0.1 0.1 0.1
C 3.6935 -2.3292 -3.5581 0.2 0.0 0.1
C 1.0549 0.2006 -4.3750 1.9 0.9 0.0
C 0.8381 1.5235 -3.8690 -0.4 0.6 0.2
C 1.1675 1.8228 -2.5151 0.1 0.2 -0.8
C 1.2105 3.1648 -2.0617 -0.1 -0.7 -0.1
C 0.8257 4.1799 -2.9383 -0.2 -0.2 -0.2
C 0.3875 3.8811 -4.2375 0.0 0.0 0.2
C 0.3820 2.5719 -4.6954 0.1 0.0 0.2
H 4.8285 -2.4620 -1.7119 -0.2 0.0 -0.1
H 2.4484 -1.9192 -5.2810 0.2 0.0 0.3
H 4.2671 -3.1138 -4.0500 -0.1 0.2 0.1
H 1.1179 0.1132 -5.4621 -0.3 -0.1 0.3
H 0.8532 5.2126 -2.5960 0.0 -0.2 -0.1
H 0.0592 4.6832 -4.8944 0.1 -0.1 0.2
H 0.0416 2.3305 -5.7038 0.2 0.1 0.2
N 1.5307 0.7457 -1.6832 1.3 0.5 -1.8
Fe 0.7844 0.6087 -0.0839 -2.9 -1.3 0.1
C 3.5327 -0.7165 -0.1061 -0.4 0.2 0.2
H 3.9036 0.3100 0.0496 0.0 -0.3 -0.1
H 4.2536 -1.4289 0.3144 0.0 0.2 -0.2
C 1.6856 3.4843 -0.6578 -0.2 -0.2 0.3
H 2.7190 3.1434 -0.4864 -0.2 0.1 -0.1
H 1.6237 4.5594 -0.4576 0.1 -0.1 -0.1
P 1.9700 -0.8823 0.8965 2.0 -2.0 0.9
P 0.6600 2.6196 0.6291 0.1 2.7 0.1
C -0.9199 3.5135 0.5252 -0.2 0.1 0.2
H -1.6153 3.1017 1.2658 0.1 0.3 -0.1
H -0.7805 4.5870 0.7072 -0.1 -0.2 0.0
H -1.3598 3.3687 -0.4699 0.2 0.1 0.2
C 1.3953 3.0697 2.2194 -0.1 0.2 0.2
H 1.2792 4.1427 2.4175 0.1 -0.2 0.0
H 0.8831 2.4894 2.9978 0.2 0.2 0.0
H 2.4589 2.8002 2.2173 -0.2 0.1 0.0
C 1.5468 -2.6374 0.6485 -0.1 -0.2 0.1
H 2.3674 -3.2852 0.9859 -0.2 0.1 -0.1
H 0.6292 -2.8794 1.1968 0.3 -0.1 -0.1
H 1.3651 -2.8203 -0.4184 0.1 0.1 0.2
C 2.4510 -0.7092 2.6301 0.1 -0.2 0.2
H 1.5928 -1.0068 3.2471 0.3 0.1 0.0
H 3.3179 -1.3413 2.8614 -0.2 0.2 0.1
H 2.6852 0.3437 2.8338 0.0 -0.3 0.0
H -0.4429 -0.6034 -4.7846 -1.3 -0.6 0.2
H -1.1283 -0.9385 -4.6650 0.2 0.1 -0.2
C -2.8507 0.8082 0.3760 -0.2 -0.2 0.0
S -1.5958 -0.3107 -0.2732 -0.4 0.0 -1.1
C -1.8736 -1.7102 0.8294 -0.3 0.1 0.4
O -2.0035 -0.7048 -1.6525 0.3 0.3 1.0
H -2.5728 1.1453 1.3803 0.0 -0.1 -0.2
H -3.7876 0.2405 0.4092 0.1 0.2 -0.1
H -2.9415 1.6596 -0.3054 0.1 -0.3 0.1
H -2.8206 -1.5351 1.3534 0.2 -0.3 -0.1
H -1.9336 -2.6071 0.2052 0.1 0.2 0.1
H -1.0597 -1.7890 1.5569 -0.2 0.1 -0.2
```
Positions in Å, forces in eV/Å.

Calculated values
Kohn-Sham gap (spin up / spin down) ... 6.30 / 6.64 eV
E_HOMO (spin up / spin down) ... -8.62 / -10.52 eV
Net charge ... +1
Energy above the lowest of the compared OMol25 structures with the same formula, charge and spin ... 0.0 kcal/mol
Multiplicity ... 6
E ... -3293.0931 Eh

Löwdin atomic charge list, values in e, 5 entries: C -0.043; C -0.237; C -0.165; C -0.152; C -0.017

A structure of composition C21H31N10OV. Source: the OMol25 dataset; level of theory: wB97M-V/def2-TZVPD.

```
64
Properties=species:S:1:pos:R:3:forces:R:3
V 0.2381 -0.0182 0.0951 0.4 -0.8 0.4
N -2.7429 2.6809 0.9206 0.0 0.0 0.0
C -3.6174 1.8844 0.2272 0.0 0.0 0.0
C -2.9072 0.7927 -0.1765 0.0 0.0 0.0
N -1.6125 0.9132 0.2746 -0.3 0.2 0.1
C -1.5503 2.0746 0.9279 0.1 0.1 0.1
C -0.2382 2.4425 1.4232 -0.1 0.0 0.0
N 0.7593 1.5818 1.1345 0.0 0.4 0.2
C 1.9173 2.1322 1.6778 0.0 0.0 0.0
C 1.5983 3.3006 2.2814 0.0 0.0 0.0
N 0.2375 3.4737 2.1093 0.0 0.0 0.0
H -2.9850 3.5719 1.3365 0.0 0.0 0.0
H -4.6467 2.1611 0.0740 0.0 0.0 0.0
H -3.2443 -0.0409 -0.7683 0.0 0.0 0.0
H 2.8850 1.6684 1.5964 0.0 0.0 0.0
H 2.2047 4.0202 2.8059 0.0 0.0 0.0
H -0.2835 4.2704 2.4572 0.0 0.0 0.0
N 2.2611 -0.8491 -0.0801 -0.1 0.0 0.1
H 2.7794 -1.0480 0.7765 0.0 0.0 0.0
H 2.8696 -0.2248 -0.6156 0.0 0.0 0.0
H 2.2767 -1.7222 -0.6111 0.0 0.0 0.0
C -4.4787 -0.2441 -7.9801 0.0 0.0 0.0
C -3.0529 0.1196 -7.6839 0.0 0.0 0.0
C -2.7269 1.1547 -6.8135 0.0 -0.1 0.0
C -1.4073 1.5293 -6.5824 0.0 0.0 -0.1
C -0.3839 0.8454 -7.2235 0.0 -0.1 0.0
N 0.9985 1.1658 -7.0642 0.1 0.1 -0.2
C 1.6056 1.9634 -6.1538 0.1 -0.2 0.2
O 2.5915 2.6198 -6.3244 0.0 0.0 -0.1
N 1.0622 1.9684 -4.8042 -0.1 0.0 0.0
C 0.6439 0.9337 -4.0475 0.0 0.1 0.0
C 0.3439 -0.3570 -4.5423 0.0 -0.1 0.0
C -0.1092 -1.3393 -3.6853 0.0 0.0 0.0
C -0.2416 -1.0657 -2.3342 0.1 -0.1 0.0
N 0.0949 0.1394 -1.8476 -0.1 0.1 -0.5
C 0.5113 1.1209 -2.6573 0.0 0.0 0.0
C -0.6870 -0.1985 -8.0962 0.0 0.0 0.1
C -2.0043 -0.5464 -8.3234 0.0 0.0 0.0
H -5.1697 0.2853 -7.3267 0.0 0.0 0.0
H -4.6433 -1.3159 -7.8648 0.0 0.0 0.0
H -4.7306 0.0122 -9.0100 0.0 0.0 0.0
H -3.5214 1.7191 -6.3413 0.0 0.0 0.0
H -1.2007 2.4004 -5.9771 0.0 0.0 0.0
H 1.5630 1.0716 -7.9014 -0.1 0.1 0.0
H 1.4257 2.7803 -4.3210 0.0 0.0 0.0
H 0.4791 -0.5823 -5.5897 0.0 0.0 0.0
H -0.3663 -2.3166 -4.0684 0.0 0.0 0.0
H -0.6230 -1.8086 -1.6295 0.0 0.0 0.0
H 0.7625 2.0691 -2.1964 0.0 0.0 0.0
H 0.1076 -0.7198 -8.6157 0.0 0.0 0.0
H -2.2243 -1.3413 -9.0249 0.0 0.0 0.0
N -1.8128 -4.8568 2.9331 0.0 0.0 0.0
C -1.2688 -3.4519 3.0236 0.0 0.0 0.0
C -0.9874 -2.8321 1.6446 0.0 0.0 0.0
N -0.4749 -1.4352 1.7762 0.1 0.2 -0.2
H -1.9472 -5.2449 3.8766 0.0 0.0 0.0
H -1.1821 -5.5020 2.4436 0.0 0.0 0.0
H -2.7266 -4.9040 2.4682 0.0 0.0 0.0
H -0.3610 -3.5169 3.6244 0.0 0.0 0.0
H -2.0082 -2.8731 3.5779 0.0 0.0 0.0
H -1.8955 -2.8015 1.0404 0.0 0.0 0.0
H -0.2422 -3.4197 1.1055 0.0 0.0 0.0
H 0.3304 -1.4469 2.4058 0.0 0.0 0.0
H -1.1784 -0.8685 2.2518 0.0 0.0 0.0
```
Positions in Å, forces in eV/Å.

Calculated values
Kohn-Sham gap (spin up / spin down) ... 2.94 / 3.70 eV
E_HOMO (spin up / spin down) ... -16.12 / -16.12 eV
Net charge ... +4
Energy above the lowest of the compared OMol25 structures with the same formula, charge and spin ... 0.0 kcal/mol
Multiplicity ... 3
E ... -2384.3334 Eh

Löwdin atomic charge list, values in e, 5 entries: V 1.057; N 0.181; C 0.016; C -0.050; N -0.023

An isolated molecule of C21H31N3O3. Source: the OMol25 dataset; level of theory: wB97M-V/def2-TZVPD.

```
58
Properties=species:S:1:pos:R:3:forces:R:3
C -5.8590 -2.1493 -1.2881 -0.2 -0.1 -0.1
H -6.6676 -2.3165 -0.5684 0.0 0.0 0.0
O -4.7968 -1.4278 -0.7200 0.2 0.4 0.3
C -5.0249 -0.1438 -0.2879 0.1 -0.1 0.1
C -6.2768 0.4531 -0.3145 -0.1 -0.1 -0.1
C -6.4748 1.7291 0.1880 0.0 0.0 0.0
C -5.4093 2.4283 0.7187 -0.1 0.1 0.1
C -4.1531 1.8537 0.7258 -0.1 -0.1 0.0
C -3.9223 0.5709 0.2300 -0.4 0.1 -0.1
N -2.6125 0.0962 0.2444 0.2 -0.2 0.0
C -1.9158 0.0051 1.5058 0.3 0.2 0.2
C -0.4124 0.1834 1.2874 -0.2 -0.1 0.2
N 0.0582 -0.8598 0.3967 0.1 0.1 0.1
C 1.5038 -0.9590 0.1776 0.0 -0.3 0.1
C 1.8574 -2.4287 -0.0926 0.2 0.3 -0.2
C 3.3542 -2.5771 -0.3412 -0.1 -0.1 0.2
C 4.1334 -2.0317 0.8512 0.4 -0.3 -0.3
N 3.7549 -0.6504 1.0807 -0.1 -0.4 0.1
C 4.6523 0.3212 0.8277 0.1 0.4 0.4
O 5.8075 0.0644 0.5226 0.3 0.0 -0.1
C 4.2155 1.7790 0.9359 0.1 0.0 -0.1
C 3.3888 2.2167 -0.2850 -0.2 -0.2 0.0
C 3.9371 1.5945 -1.5601 0.0 0.4 0.2
O 3.2847 0.8044 -2.1979 0.0 -0.1 -0.2
C 5.3322 1.9961 -1.9280 0.1 -0.2 -0.3
H 6.0127 1.4240 -1.2943 0.1 0.1 0.0
H 5.5041 3.0537 -1.7497 0.0 0.1 0.0
H 5.5365 1.7461 -2.9656 0.0 0.0 -0.1
H 2.3469 1.9098 -0.1795 0.0 0.0 -0.1
H 3.4198 3.3047 -0.3713 0.0 0.0 0.0
H 3.6595 1.9620 1.8559 0.0 0.0 0.0
H 5.1378 2.3607 0.9766 0.0 -0.1 0.1
C 2.3510 -0.4887 1.3731 -0.4 0.2 -0.2
H 2.1421 0.5494 1.6172 0.0 0.0 0.1
H 2.1133 -1.1088 2.2465 0.0 0.1 0.0
H 5.2081 -2.0561 0.6673 -0.2 0.0 0.1
H 3.9060 -2.6118 1.7523 0.0 0.0 0.0
H 3.6127 -3.6243 -0.5015 0.0 0.0 0.0
H 3.6311 -2.0124 -1.2337 0.1 0.0 0.0
H 1.3026 -2.7942 -0.9557 -0.1 0.0 0.0
H 1.5557 -3.0221 0.7732 -0.1 0.0 0.1
H 1.8049 -0.3605 -0.6988 0.0 0.0 0.1
C -0.6505 -0.7432 -0.8681 -0.3 -0.2 0.0
C -2.1524 -0.9305 -0.6583 0.4 0.0 -0.4
H -2.6623 -0.8288 -1.6150 0.0 0.0 0.0
H -2.3341 -1.9389 -0.2596 0.0 0.0 -0.1
H -0.2901 -1.5105 -1.5531 0.0 0.0 0.0
H -0.4719 0.2442 -1.3303 0.0 -0.1 0.0
H 0.0795 0.0937 2.2564 0.0 0.0 0.0
H -0.2286 1.1946 0.8789 0.0 0.0 0.1
H -2.2837 0.7672 2.1929 0.0 0.0 0.0
H -2.0791 -0.9859 1.9616 0.0 0.1 0.1
H -3.3137 2.4125 1.1119 0.1 0.0 0.0
H -5.5491 3.4234 1.1134 0.0 0.1 0.0
H -7.4624 2.1637 0.1634 -0.1 0.0 0.0
H -7.1246 -0.0841 -0.7095 0.0 -0.1 0.0
H -5.4350 -3.1099 -1.5785 -0.1 0.0 0.0
H -6.2607 -1.6498 -2.1762 0.0 0.0 0.0
```
Positions in Å, forces in eV/Å.

Calculated values
Kohn-Sham gap ... 8.26 eV
E_HOMO ... -7.59 eV
Energy above the lowest of the compared OMol25 structures with the same formula, charge and spin ... 58.1 kcal/mol
E ... -1208.7898 Eh

Löwdin atomic charge list, values in e, 5 entries: C -0.086; H 0.095; O -0.116; C -0.195; C -0.032

A cluster of 2 separate species, C21H31N4O5S4 in total at a distorted geometry. Source: the OMol25 dataset; level of theory: wB97M-V/def2-TZVPD.

```
65
Properties=species:S:1:pos:R:3:forces:R:3
N 7.3054 -2.1555 0.6782 -0.2 1.2 -0.8
C 7.2022 -1.0957 -0.4098 1.3 -1.0 0.2
S 5.4879 -1.2703 -1.2360 -3.1 -3.0 -2.5
O 5.6569 -1.8467 -2.6960 0.0 2.2 5.1
O 4.7123 -2.2978 -0.3234 2.3 3.7 -2.5
N 4.5545 0.2083 -1.1879 1.5 0.3 -1.5
S 5.1475 1.4037 -2.3146 5.5 -2.2 -2.3
O 5.1825 0.9522 -3.7944 -1.3 1.6 4.2
O 6.6182 1.7860 -1.9012 -4.5 -0.5 -0.6
C 4.1340 2.9954 -2.2253 -1.2 0.8 0.3
C 2.5391 2.7242 -1.8623 0.9 0.1 0.6
C 1.6342 2.3342 -3.1732 -1.8 1.3 0.4
S 1.7652 0.5173 -3.6899 -0.5 -0.5 0.8
C 0.0567 -0.2284 -3.8680 -2.4 1.5 -1.8
S -0.9498 0.3828 -5.1418 2.1 -1.3 2.9
N -0.5421 -1.3400 -3.0378 2.2 0.5 1.6
C -1.0399 -0.8733 -1.6886 -2.1 0.8 4.1
C -0.3589 0.2697 -0.7310 -3.3 -1.6 1.3
C -1.0683 0.6825 0.7159 -2.3 -2.9 -2.0
C -2.4780 -0.0401 1.2418 2.3 -0.8 -3.7
C -3.1364 -1.2240 0.3072 3.4 2.0 -1.2
C -2.4251 -1.6253 -1.1287 1.1 2.5 2.0
C 0.3420 -2.5633 -2.9536 2.2 -4.7 0.1
C 1.8140 -2.6661 -2.2396 -1.3 -2.7 -1.3
C 2.6289 -4.1057 -2.1990 -3.6 -0.8 -2.1
C 1.9637 -5.4788 -2.8808 -2.4 3.5 -0.3
C 0.4783 -5.4174 -3.6098 1.8 4.0 2.0
C -0.2837 -3.9607 -3.6260 2.5 -0.7 1.2
H 6.6188 -1.9848 1.4558 0.8 -0.5 -1.5
H 7.2143 -3.1236 0.2830 -0.3 1.6 0.6
H 7.3924 0.0011 -0.0325 -0.7 -2.3 -0.8
H 7.9830 -1.3890 -1.2612 -1.9 0.9 1.8
H 4.2245 3.5458 -3.2802 0.0 -1.6 2.2
H 4.6441 3.6827 -1.4222 -1.0 -1.6 -1.5
H 2.1317 3.7118 -1.3297 0.7 -2.0 -1.5
H 2.5265 1.8975 -1.0052 -0.1 1.5 -2.1
H 1.8426 3.0026 -4.1268 -0.2 -1.4 2.1
H 0.4978 2.5325 -2.8685 2.4 -0.5 -0.8
H 0.6294 0.8092 -1.0495 -2.2 -1.3 0.6
H -0.6260 1.5102 1.4315 -0.8 -1.9 -1.9
H -2.9382 0.3415 2.2753 1.0 -1.1 -2.6
H -4.1317 -1.7753 0.6563 2.5 1.3 -0.9
H -2.9201 -2.4752 -1.8048 1.3 2.1 1.7
H 2.3060 -1.6971 -1.7456 -1.1 -2.4 -1.2
H 3.7022 -4.2574 -1.7250 -2.6 0.9 -1.0
H 2.5102 -6.5241 -2.8776 -1.1 2.5 0.1
H -0.0534 -6.3745 -4.0851 1.4 2.4 1.2
H -1.3566 -3.9437 -4.1486 2.6 0.2 1.3
C -6.9070 2.5888 5.9622 -0.2 0.0 0.2
C -6.7627 2.7056 4.4468 0.5 -0.1 0.2
C -6.0285 1.5068 3.8026 0.1 0.2 -0.3
O -4.6086 1.5216 3.9810 -0.6 -0.3 0.1
C -4.1692 1.0103 5.2291 0.3 0.2 -0.1
N -6.0982 3.9778 4.1276 0.1 -0.2 -0.3
H -5.9731 2.7959 6.4921 -0.1 0.0 -0.2
H -7.6468 3.3083 6.3305 0.1 -0.1 -0.1
H -7.2492 1.5883 6.2482 0.1 0.1 0.0
H -7.7764 2.7323 4.0286 0.1 0.0 -0.1
H -6.1895 1.5574 2.7187 0.2 0.0 0.1
H -6.4510 0.5486 4.1348 0.1 0.1 0.1
H -4.7966 0.1870 5.5835 -0.1 0.1 0.0
H -4.1335 1.8118 5.9691 -0.1 -0.1 0.2
H -3.1496 0.6355 5.1021 -0.1 0.0 -0.1
H -6.0907 4.0952 3.1138 -0.1 0.1 0.2
H -5.1085 3.8713 4.3658 -0.3 0.1 0.0
```
Positions in Å, forces in eV/Å.

Calculated values
Kohn-Sham gap ... 6.86 eV
E_HOMO ... -5.69 eV
Net charge ... -1
E ... -3005.9985 Eh

Löwdin atomic charge list, values in e, 5 entries: N -0.081; C -0.300; S 0.679; O -0.448; O -0.475